(1)
DFT (the ωB97M-V functional and the def2-TZVPD basis) results for a gas-phase ion, C21H30NO3 (charge +1).

SMILES: CCOCCC[NH2+]Cc1ccc(OCc2ccccc2C)c(OC)c1
2S+1: 1
HOMO level in eV: -11.064
Charge: +1
Molar mass in g/mol: 344.475
Gap between HOMO and LUMO in eV: 8.631

Positions of all 55 atoms, in Å:
C (0.665, 0.697, -1.829)
C (2.090, 0.712, -2.353)
H (2.645, 1.571, -1.952)
H (2.093, 0.780, -3.447)
O (2.729, -0.506, -1.969)
C (4.113, -0.604, -2.284)
C (5.006, -0.153, -1.120)
C (4.768, -1.018, 0.116)
N (3.360, -0.860, 0.553)
H (3.237, 0.038, 1.029)
C (2.793, -1.934, 1.413)
C (1.314, -1.700, 1.537)
C (0.748, -1.168, 2.685)
C (-0.610, -0.913, 2.717)
C (-1.438, -1.151, 1.622)
C (-0.865, -1.694, 0.451)
C (0.504, -1.959, 0.443)
H (0.911, -2.378, -0.465)
O (-1.481, -2.001, -0.710)
C (-2.847, -1.708, -0.933)
H (-3.025, -0.630, -0.926)
H (-3.487, -2.196, -0.198)
H (-3.060, -2.105, -1.925)
O (-2.782, -0.935, 1.684)
C (-3.243, 0.325, 2.183)
C (-3.029, 1.392, 1.137)
C (-1.799, 2.038, 1.089)
C (-1.520, 2.967, 0.103)
C (-2.478, 3.254, -0.852)
C (-3.703, 2.614, -0.811)
C (-3.999, 1.676, 0.171)
C (-5.343, 1.012, 0.185)
H (-5.922, 1.353, 1.042)
H (-5.897, 1.262, -0.716)
H (-5.251, -0.070, 0.246)
H (-4.449, 2.846, -1.557)
H (-2.275, 3.981, -1.624)
H (-0.564, 3.470, 0.088)
H (-1.056, 1.815, 1.843)
H (-2.733, 0.596, 3.112)
H (-4.300, 0.168, 2.396)
H (-1.046, -0.529, 3.625)
H (1.350, -0.973, 3.559)
H (3.285, -1.920, 2.387)
H (2.990, -2.891, 0.927)
H (2.802, -0.807, -0.358)
H (5.448, -0.752, 0.927)
H (4.925, -2.069, -0.137)
H (6.048, -0.239, -1.425)
H (4.816, 0.897, -0.885)
H (4.339, -0.023, -3.182)
H (4.296, -1.660, -2.504)
H (0.640, 0.721, -0.741)
H (0.155, -0.202, -2.165)
H (0.129, 1.563, -2.204)

(2)
DFT (the ωB97M-V functional and the def2-TZVPD basis) results for 2 unconnected molecules or ions with the total composition C21H30NO3.

2S+1: 1
HOMO level in eV: -9.506
Charge: +1
Molar mass in g/mol: 344.475
Gap between HOMO and LUMO in eV: 4.084

Positions of all 55 atoms, in Å:
C (-2.327, -3.150, -0.627)
O (-1.455, -3.998, 0.146)
C (-0.773, -3.462, 1.116)
C (0.083, -4.261, 1.917)
C (0.789, -3.615, 2.961)
C (1.650, -4.340, 3.766)
C (1.832, -5.719, 3.565)
C (2.773, -6.482, 4.445)
C (1.122, -6.359, 2.535)
C (0.256, -5.663, 1.713)
H (-2.762, -3.811, -1.379)
H (-3.106, -2.721, 0.018)
H (-1.751, -2.341, -1.096)
H (-0.898, -2.388, 1.307)
H (0.622, -2.544, 3.091)
H (2.203, -3.852, 4.569)
H (2.801, -7.534, 4.150)
H (3.790, -6.074, 4.380)
H (2.463, -6.423, 5.497)
H (1.270, -7.431, 2.391)
H (-0.299, -6.151, 0.914)
C (-3.375, 0.366, 0.273)
O (-2.470, 1.430, 0.606)
C (-2.039, 2.092, -0.484)
O (-2.373, 1.770, -1.611)
C (-1.168, 3.266, -0.105)
C (-2.004, 4.413, 0.490)
C (-1.484, 5.695, -0.157)
C (-0.370, 5.278, -1.128)
N (-0.482, 3.830, -1.237)
C (0.468, 3.105, -1.952)
C (0.134, 2.197, -2.915)
C (1.102, 1.445, -3.754)
C (2.556, 1.934, -3.625)
C (2.877, 2.335, -2.189)
C (1.936, 3.430, -1.687)
H (-3.645, -0.083, 1.228)
H (-4.260, 0.770, -0.233)
H (-2.887, -0.367, -0.381)
H (-0.455, 2.893, 0.658)
H (-3.072, 4.271, 0.271)
H (-1.868, 4.394, 1.575)
H (-2.285, 6.198, -0.707)
H (-1.093, 6.390, 0.591)
H (-0.475, 5.756, -2.113)
H (0.610, 5.581, -0.718)
H (-0.914, 2.005, -3.118)
H (1.065, 0.381, -3.469)
H (0.782, 1.491, -4.804)
H (3.239, 1.143, -3.951)
H (2.702, 2.796, -4.287)
H (2.776, 1.457, -1.540)
H (3.912, 2.686, -2.111)
H (2.184, 4.384, -2.189)
H (2.092, 3.590, -0.608)

Order from most stable to least stable according to the calculation: (1), (2)

(1)
DFT (the ωB97M-V functional and the def2-TZVPD basis) results for 2 unconnected molecules or ions with the total composition C7H13O.

2S+1: 1
HOMO level in eV: -2.841
Charge: -1
Molar mass in g/mol: 113.180
Gap between HOMO and LUMO in eV: 5.458

Positions of all 21 atoms, in Å:
C (-1.830, -0.198, 2.502)
O (-1.293, 0.724, 3.320)
C (-1.385, 0.014, 1.045)
C (0.083, -0.076, 0.834)
C (0.583, -0.022, -0.570)
C (0.359, 1.055, -1.372)
C (0.564, 0.891, -2.878)
C (1.638, -1.131, -0.948)
H (-2.940, -0.267, 2.547)
H (-1.493, -1.222, 2.821)
H (-1.708, 0.938, 0.514)
H (-1.877, -0.764, 0.423)
H (0.529, 0.891, 1.531)
H (0.536, -1.038, 1.202)
H (0.603, 1.593, 1.984)
H (-0.283, 0.354, -3.311)
H (1.477, 0.382, -3.182)
H (0.567, 1.890, -3.336)
H (2.570, -0.691, -0.551)
H (1.490, -2.132, -0.549)
H (1.811, -1.190, -2.025)

(2)
DFT (the ωB97M-V functional and the def2-TZVPD basis) results for a gas-phase ion, C7H13O (charge -1).

SMILES: C=C(CC)CCC[O-]
2S+1: 1
HOMO level in eV: -2.190
Charge: -1
Molar mass in g/mol: 113.180
Gap between HOMO and LUMO in eV: 5.649

Positions of all 21 atoms, in Å:
C (2.686, 0.977, -0.402)
O (3.614, 1.828, 0.005)
C (1.240, 1.370, 0.081)
C (0.082, 0.808, -0.726)
C (-0.433, -0.561, -0.367)
C (0.339, -1.607, -0.146)
C (-1.944, -0.730, -0.195)
C (-2.353, -0.813, 1.273)
H (2.837, -0.107, -0.053)
H (2.593, 0.773, -1.520)
H (1.280, 2.461, 0.012)
H (1.244, 1.115, 1.145)
H (0.350, 0.824, -1.786)
H (-0.759, 1.516, -0.671)
H (-0.069, -2.581, 0.133)
H (1.426, -1.557, -0.145)
H (-2.430, 0.135, -0.666)
H (-2.282, -1.544, -0.832)
H (-2.322, 0.206, 1.672)
H (-3.414, -1.075, 1.340)
H (-1.685, -1.439, 1.848)

(3)
DFT (the ωB97M-V functional and the def2-TZVPD basis) results for 2 unconnected molecules or ions with the total composition C7H13O.

2S+1: 1
HOMO level in eV: -2.730
Charge: -1
Molar mass in g/mol: 113.180
Gap between HOMO and LUMO in eV: 6.795

Positions of all 21 atoms, in Å:
C (1.296, -0.166, 2.538)
C (0.445, 0.415, 1.613)
C (-0.470, 1.432, 2.134)
C (-1.323, 2.101, 1.301)
H (1.241, 0.095, 3.579)
H (1.988, -0.981, 2.255)
H (0.580, 0.391, 0.528)
H (-0.520, 1.480, 3.199)
H (-2.093, 2.736, 1.670)
H (-1.245, 1.832, 0.254)
C (-0.849, -0.896, -1.188)
O (-0.451, 0.411, -1.020)
C (0.385, -1.705, -1.577)
C (0.876, -1.086, -2.949)
H (-1.633, -1.015, -1.993)
H (-1.312, -1.287, -0.279)
H (0.227, -2.806, -1.701)
H (1.160, -1.553, -0.824)
H (1.917, -1.377, -3.128)
H (0.873, 0.003, -2.821)
H (0.259, -1.373, -3.811)

Order from most stable to least stable according to the calculation: (2), (3), (1)

(1)
DFT (the ωB97M-V functional and the def2-TZVPD basis) results for 2 unconnected molecules or ions with the total composition C2H7S3.

2S+1: 1
HOMO level in eV: -2.389
Charge: -1
Molar mass in g/mol: 127.279
Gap between HOMO and LUMO in eV: 5.878

Positions of all 12 atoms, in Å:
C (2.385, 1.495, -0.234)
S (1.137, 2.371, 0.741)
H (2.916, 0.777, 0.387)
H (3.116, 2.171, -0.670)
H (1.857, 0.923, -0.991)
C (-1.995, -2.196, 0.283)
S (-1.598, -0.493, 0.835)
S (-1.734, 0.574, -0.947)
H (-1.346, -2.900, 0.806)
H (-3.038, -2.416, 0.501)
H (-1.744, -2.242, -0.769)
H (0.044, 1.935, 0.058)

(2)
DFT (the ωB97M-V functional and the def2-TZVPD basis) results for 2 unconnected molecules or ions with the total composition C2H7S3.

2S+1: 1
HOMO level in eV: -2.710
Charge: -1
Molar mass in g/mol: 127.279
Gap between HOMO and LUMO in eV: 6.303

Positions of all 12 atoms, in Å:
S (2.024, -1.382, -1.808)
H (2.021, -1.982, -3.006)
C (-0.597, 1.771, 0.855)
C (-0.284, 0.293, 0.833)
S (-1.539, -0.596, -0.169)
S (-0.778, -2.527, -0.176)
H (-1.592, 1.967, 1.230)
H (-0.500, 2.207, -0.141)
H (0.103, 2.291, 1.500)
H (-0.318, -0.141, 1.826)
H (0.672, 0.060, 0.365)
H (0.788, -1.960, -1.311)

Order from most stable to least stable according to the calculation: (2), (1)

(1)
DFT (the ωB97M-V functional and the def2-TZVPD basis) results for C2H6N2S2 in the gas phase.

SMILES: C/C(=N/S)NS
2S+1: 1
HOMO level in eV: -8.381
Charge: 0
Molar mass in g/mol: 122.218
Gap between HOMO and LUMO in eV: 9.047

Positions of all 12 atoms, in Å:
C (-0.120, -0.854, 1.851)
C (-0.371, -0.241, 0.499)
H (-1.097, -1.255, 2.186)
H (0.602, -1.624, 1.773)
H (0.291, -0.197, 2.621)
H (0.610, 0.636, -1.086)
H (2.450, 1.312, 1.038)
H (-3.007, -0.105, -1.738)
N (0.732, 0.253, -0.156)
N (-1.555, -0.309, 0.026)
S (2.306, 0.104, 0.381)
S (-1.753, 0.408, -1.506)

(2)
DFT (the ωB97M-V functional and the def2-TZVPD basis) results for C2H6N2S2 in the gas phase.

SMILES: NCC(=S)NS
2S+1: 1
HOMO level in eV: -8.643
Charge: 0
Molar mass in g/mol: 122.218
Gap between HOMO and LUMO in eV: 9.017

Positions of all 12 atoms, in Å:
C (0.138, 1.894, 0.281)
C (-0.193, 0.378, 0.222)
H (2.122, 1.534, 0.032)
H (1.728, 1.827, 1.553)
H (-0.023, 2.327, -0.729)
H (-0.489, 2.381, 1.026)
H (0.355, 0.528, -1.696)
H (-0.749, -1.874, -0.349)
N (1.539, 2.113, 0.606)
N (-0.036, -0.066, -0.995)
S (-0.678, -0.481, 1.514)
S (-0.144, -1.687, -1.522)

Order from most stable to least stable according to the calculation: (2), (1)